[1]
Here is one molecule with the formula C10H10O4 at a distorted geometry from the Open Molecules 2025 dataset. Energies are from the ωB97M-V functional and the def2-TZVPD basis.

XYZ file:
```
24
Properties=species:S:1:pos:R:3:mulliken_charge:R:1
O 1.090 -2.439 0.118 -0.64
C 1.282 -1.096 0.109 1.25
C 2.575 -0.579 0.224 -0.64
C 2.810 0.805 0.443 -0.51
C 1.725 1.604 0.361 -0.84
C 0.460 1.121 -0.092 1.00
C 0.257 -0.224 -0.048 -0.36
C -1.323 -0.833 -0.428 0.66
O -1.598 -1.840 0.482 -0.66
O -1.347 -1.161 -1.784 -0.55
C -2.142 0.343 -0.025 -0.25
O -2.005 0.532 1.379 -0.54
C -1.796 1.673 -0.527 -0.74
C -0.564 2.053 -0.552 -0.48
H 1.942 -2.915 0.200 0.36
H 3.300 -1.383 0.505 0.12
H 3.858 1.133 0.705 0.33
H 1.934 2.677 0.557 0.33
H -0.785 -2.385 0.599 0.37
H -1.325 -2.171 -1.829 0.43
H -3.214 0.057 -0.200 0.40
H -2.160 -0.298 1.803 0.35
H -2.652 2.245 -0.929 0.38
H -0.319 3.082 -1.072 0.24
```

Values from the calculation:
**2S+1**: 1
**Highest occupied orbital energy**: -8.44 eV
**DFT total energy**: -687.9510 hartree
**Energy relative to the best compared isomer or geometry (same formula, charge and spin)**: 110.6 kJ/mol
**SMILES**: Oc1cccc2c1C(O)(O)[C@@H](O)C=C2
**F_max**: 5.3 eV/A

[2]
Here is one molecule with the formula C10H10O4 at a distorted geometry from the Open Molecules 2025 dataset. Energies are from the ωB97M-V functional and the def2-TZVPD basis.

XYZ file:
```
24
Properties=species:S:1:pos:R:3:mulliken_charge:R:1
O 3.465 2.578 0.618 -0.54
C 2.915 1.496 0.352 0.54
O 3.789 0.447 -0.111 -0.30
C 2.847 -0.515 -0.675 -0.47
C 1.321 -0.236 -0.174 0.43
C 1.085 -1.471 0.813 -0.51
O -0.283 -1.674 1.262 -0.39
C -1.205 -0.769 0.665 0.40
C -1.924 -1.118 -0.688 -0.27
C -2.960 -0.139 -1.340 -0.40
C -3.323 1.211 -0.645 -0.38
C -2.634 1.571 0.702 -0.47
C -1.601 0.587 1.311 -0.25
O 1.555 1.087 0.420 -0.26
H 3.326 -1.518 -0.369 0.25
H 3.024 -0.382 -1.810 0.27
H 0.781 -0.188 -1.178 0.27
H 1.739 -1.403 1.759 0.25
H 1.427 -2.414 0.242 0.25
H -1.750 -2.096 -1.256 0.32
H -3.478 -0.370 -2.325 0.32
H -4.086 1.914 -1.112 0.32
H -2.902 2.541 1.227 0.31
H -1.126 0.861 2.312 0.33
```

Values from the calculation:
**2S+1**: 1
**Highest occupied orbital energy**: -8.99 eV
**DFT total energy**: -687.8089 hartree
**Energy relative to the best compared isomer or geometry (same formula, charge and spin)**: 483.8 kJ/mol
**SMILES**: O=C1OC[C@@H](COc2ccccc2)O1
**F_max**: 5.2 eV/A

[3]
Here is one molecule with the formula C10H11BO at a distorted geometry from the Open Molecules 2025 dataset. Energies are from the ωB97M-V functional and the def2-TZVPD basis.

XYZ file:
```
23
Properties=species:S:1:pos:R:3:mulliken_charge:R:1
C 4.012 0.854 -0.157 -0.67
C 3.362 -0.315 -0.178 -0.20
B 1.828 -0.541 -0.042 0.03
C 1.033 -1.794 -0.051 -0.54
C -0.329 -1.852 0.048 -0.33
C -1.103 -0.682 0.161 0.66
C -2.587 -0.918 0.260 -0.86
C -3.262 -1.495 -0.697 -0.82
C -0.553 0.605 0.242 1.17
C -1.425 1.720 0.300 -0.60
C -0.866 3.002 0.299 -0.73
O 0.735 0.850 0.224 -0.53
H 5.009 0.834 -0.111 0.36
H 3.435 1.828 0.084 0.17
H 3.977 -1.101 -0.501 0.32
H 1.465 -2.757 -0.329 0.26
H -0.702 -2.834 0.199 0.37
H -3.018 -0.601 1.226 0.42
H -4.350 -1.497 -0.646 0.26
H -2.955 -1.771 -1.603 0.39
H -2.490 1.490 0.413 0.36
H -1.457 3.911 0.400 0.32
H 0.239 3.062 0.460 0.20
```

Values from the calculation:
**2S+1**: 1
**Highest occupied orbital energy (spin up / spin down)**: -7.79 / -7.79 eV
**DFT total energy**: -487.6269 hartree
**Energy relative to the best compared isomer or geometry (same formula, charge and spin)**: 184.0 kJ/mol
**SMILES**: C=CB1C=CC(C=C)=C(C=C)O1
**F_max**: 5.5 eV/A